Record 1
C25H41BNO9PS | the ωB97M-V functional and the def2-TZVPD basis

Last column: Mulliken charge in e.
Element x y z (Å)
S -0.8174 -5.2715 -1.2975  -0.346
P -1.4078 -3.6155 -0.4608  0.663
O 5.1861 -1.5739 -0.7145  -0.513
O -2.8856 -3.1379 -1.3238  -0.517
O -0.4634 3.0151 -2.0478  -0.468
O 0.0676 3.2568 3.9643  -0.333
O 2.2310 -4.9055 -0.0376  -0.478
O -1.5173 2.5869 -5.3818  -0.376
O -1.9938 0.6088 8.0545  -0.357
O 2.2720 -3.1436 -5.7539  -0.340
O -1.8698 -3.7648 1.2144  -0.485
N 3.4981 -3.3177 -1.6176  -0.349
C 0.0671 3.0571 0.6338  -0.808
C 2.0657 0.3844 -0.9934  -0.509
C 0.2737 1.4270 -6.4073  -0.465
C 0.7209 2.9590 5.2060  -0.529
C 3.8859 -3.5433 -7.4392  -0.529
C -0.2040 -2.1442 -0.6346  0.736
C -1.8030 0.7073 9.4726  -0.415
C -0.2290 3.3674 6.3108  -0.469
C 1.4100 -2.3998 -0.7415  0.025
C -1.7982 2.4669 -6.7832  -0.498
C -1.3085 3.5583 4.2342  -0.444
C -3.1774 0.6660 10.1040  -0.546
C -0.1808 2.1240 -5.1436  -0.207
C 2.3376 -3.7480 -0.6945  0.230
C 2.7783 -4.4755 -5.5899  -0.431
C -0.6894 -0.5443 -0.6883  -0.450
C 2.5017 -1.1937 -0.9362  0.104
C -0.4817 2.1800 -7.4718  -0.564
C -3.9460 -0.1896 9.1304  -0.531
C -1.5739 3.1506 5.6668  -0.172
C -3.3545 0.2315 7.8029  -0.445
C 2.7911 -2.6062 -6.9782  -0.342
C 3.9469 -1.9584 -1.0408  0.215
C 3.4097 -4.8704 -6.9071  -0.549
C 0.4283 0.6906 -0.8427  0.352
B -0.0242 2.2779 -0.8469  0.373
H -1.2599 1.6266 9.7086  0.262
H 2.8794 1.2186 -1.1087  0.339
H 0.4419 2.9989 -4.9274  0.216
H -3.7301 -1.2483 9.3165  0.258
H -1.8514 -0.2918 -0.5921  -0.033
H 4.8355 -3.2717 -6.9630  0.263
H 0.0345 3.1205 -7.6977  0.277
H -0.0844 2.7955 7.2309  0.193
H -2.3808 3.7236 6.1306  0.396
H -0.6006 1.6226 -8.4044  0.333
H -3.6068 1.6746 10.1310  0.271
H -0.0498 0.3794 -6.3934  0.226
H -1.0446 2.4152 -2.6366  0.297
H -0.1691 1.4634 -4.2723  0.150
H -3.3829 -0.5693 7.0583  0.313
H 0.9185 1.8821 5.2296  0.275
H -2.5034 1.6391 -6.9130  0.270
H -3.8737 1.1056 7.3957  0.264
H 1.6757 3.4902 5.2563  0.283
H 0.9983 3.7597 0.7228  0.293
H -1.8390 2.0874 5.7099  -0.018
H 2.6478 -5.2865 -7.5768  0.266
H 3.2563 -3.2942 -2.6425  0.252
H 0.1896 2.2147 1.4697  0.184
H -2.2686 3.3860 -7.1444  0.281
H -1.1958 -0.1482 9.7881  0.280
H -0.0964 4.4306 6.5434  0.287
H 1.9644 -5.1453 -5.2977  0.308
H -3.1110 -2.1778 -1.1114  0.324
H -2.6609 -3.1261 1.3206  0.349
H -1.4474 4.6361 4.0964  0.256
H 4.2062 -5.6102 -6.7937  0.332
H -0.9246 3.6275 0.8799  0.219
H -3.1667 0.2710 11.1230  0.337
H -5.0286 -0.0476 9.1794  0.317
H 4.0300 -3.5303 -8.5224  0.342
H -1.9483 3.0301 3.5219  0.266
H 1.3583 1.4487 -6.5394  0.337
H 3.1531 -1.5882 -6.8099  0.208
H 3.5197 -4.4544 -4.7842  0.261
H 1.9694 -2.5700 -7.7018  0.236

Summary:
- F_max (hartree/bohr) = 0.1820
- molecular weight (g mol⁻¹) = 573.45
- orbital gap (eV) = 7.500
- HOMO energy (eV) = -9.08
- SMILES string = CB(O)c1cc2c(c(P(O)(O)=S)c1)C(=O)NC2=O.C1CCOC1.C1CCOC1.C1CCOC1.C1CCOC1
- net charge = 0

Record 2
C25H41BaN2P | the ωB97M-V functional and the def2-TZVPD basis

Last column: Mulliken charge in e.
Element x y z (Å)
Ba -1.3854 0.1967 -1.5829  1.596
P -0.3221 -2.3249 -0.2846  0.175
N 0.7769 2.8661 0.6058  -0.186
N 0.2436 0.6124 -3.2124  0.065
C 0.8384 -0.3406 -4.1957  -0.862
C 0.5813 4.3034 0.3176  1.578
C 2.8400 2.0300 3.5678  0.905
C 0.1334 2.1187 2.8311  -0.503
C 3.0985 -0.4688 -1.7717  0.232
C 0.7097 5.2567 1.5155  -1.852
C 1.2164 -3.2548 -0.0656  -1.293
C -0.8287 4.4649 -0.2506  -1.193
C 1.1982 1.0891 -2.1281  0.789
C 2.1189 -1.2602 -1.2132  1.356
C 1.6017 4.7373 -0.7336  -1.406
C 1.8335 1.7195 4.4872  -0.528
C -0.5658 1.4897 5.1723  -1.535
C 3.6852 -2.9703 -0.6299  -0.625
C 4.7166 -2.1872 -1.1674  -0.750
C 2.7083 0.8585 -2.4079  -2.088
C 1.1238 2.4530 1.8495  -0.998
C 4.4376 -0.9337 -1.7181  -0.703
C 4.2791 1.9849 3.9969  -1.524
C -0.5999 1.6396 -3.8919  -0.966
C 0.4807 1.7848 4.1352  1.137
C 2.3584 -2.4851 -0.6632  0.203
C -1.4859 -3.3394 0.6930  -1.205
C -0.7981 -2.8862 -1.9698  -1.227
C 2.4917 2.3697 2.2653  -0.241
H -0.9166 2.1754 2.5316  0.266
H 0.9340 2.0893 -1.7618  -0.160
H 1.0110 0.4172 -1.2550  -0.625
H 5.2441 -0.3011 -2.1102  0.420
H -0.6789 2.3215 5.8821  0.277
H 1.3427 -3.3822 1.0188  0.461
H -0.7707 -3.9790 -1.9025  0.458
H -0.2838 0.6046 5.7562  0.391
H -1.3937 -4.3980 0.4076  0.370
H -0.4712 2.6374 -3.4340  0.134
H 2.9355 0.9442 -3.4726  0.517
H 1.0810 -4.2430 -0.5108  0.478
H -1.0307 5.5299 -0.4226  0.417
H -0.3332 1.6476 -4.9619  0.376
H 3.2641 2.6211 1.5352  0.227
H 1.5644 4.0993 -1.6257  0.145
H -0.0091 5.0077 2.3045  0.370
H -2.5234 -3.0040 0.5336  0.311
H 0.3760 -0.1461 -5.1740  0.458
H 0.4947 6.2794 1.1775  0.484
H 5.7399 -2.5654 -1.1225  0.347
H -3.0840 0.8082 1.2891  0.139
H -0.9529 3.9226 -1.2018  -0.085
H 0.5995 -1.3809 -3.9249  0.037
H -1.5685 4.0753 0.4624  0.274
H -0.0827 -2.5701 -2.7383  0.065
H 4.5391 1.0071 4.4251  0.345
H 3.2893 1.6864 -1.9358  0.470
H -1.5365 1.3072 4.7009  0.309
H 4.9356 2.1819 3.1441  0.328
H -1.8206 -2.5859 -2.2747  0.449
H -1.6905 1.3793 -3.8878  0.545
H 2.6165 4.6829 -0.3195  0.268
H 2.1058 1.4300 5.5075  0.339
H 1.4006 5.7733 -1.0381  0.434
H 3.8739 -3.9410 -0.1635  0.412
H -1.2386 -3.2237 1.7582  0.372
H 4.4834 2.7391 4.7688  0.301
H 1.9287 -0.3142 -4.2931  0.274
H -3.5445 0.6145 0.5580  -0.131
H 1.7200 5.2489 1.9402  0.381

Summary:
- F_max (hartree/bohr) = 0.0644
- molecular weight (g mol⁻¹) = 537.92
- orbital gap (eV) = 3.944
- HOMO energy (eV) = -5.29
- net charge = 0

Record 3
C25H41Cl2F3IN3O5S3 | the ωB97M-V functional and the def2-TZVPD basis

Last column: Mulliken charge in e.
Element x y z (Å)
I -4.1345 -2.8408 -5.2514  0.012
Cl 4.6561 -4.2350 0.9464  -0.212
Cl 2.1571 -2.4044 0.7819  -0.162
S -0.5007 -2.4166 -1.5099  -0.055
S 0.3404 2.4284 -1.6626  1.264
S 4.1705 -0.5487 -4.8869  -0.193
F -0.7709 -2.9864 2.2247  -0.269
F -0.9230 -0.5134 2.4958  -0.052
F -3.8374 -2.2408 2.3402  -0.338
O 1.1236 3.1555 -2.7329  -0.659
O -0.6688 0.1264 -2.6517  -0.214
O 3.9157 -3.2971 -4.1690  -0.129
O 2.3143 -0.9969 -2.2568  -0.434
O -1.0780 2.9237 -1.7227  -0.677
N 2.6434 -2.8008 -6.0317  -0.229
N 2.3959 -4.1242 -5.7960  -0.430
N -1.6563 3.2853 5.2880  0.126
C 4.6809 -2.8485 -0.2671  0.272
C 0.9606 2.8255 0.0624  -0.809
C -1.4558 -0.9052 -2.0354  0.406
C 5.9664 -2.6104 -1.2194  -0.761
C 2.7195 0.5516 -5.2190  -0.859
C -3.1464 -1.4514 -0.0027  -0.411
C -2.3966 -2.6417 -3.8860  -0.653
C -3.7732 3.4102 6.7205  -0.975
C -1.6522 1.8379 5.1148  -0.418
C 3.5376 -2.2681 -5.0704  0.484
C -2.9567 3.9025 5.5274  -0.696
C -0.5593 3.3375 7.5969  -0.968
C 3.1745 -4.3959 -4.6405  -0.021
C -2.7618 -1.7902 1.4924  0.107
C 1.4603 0.3377 -4.2625  -0.311
C 1.7863 0.2769 -2.7069  -0.091
C -2.2108 -0.3565 -0.6998  -0.259
C -0.5689 3.7724 6.1325  -0.669
C 0.4443 0.5478 -1.8518  -0.890
C 3.4384 -0.7549 -1.3553  0.018
C -2.5669 1.3567 3.9953  -1.302
C 3.5494 -2.0069 -0.3528  -0.073
C -1.4552 -1.7428 2.0737  0.194
C -1.1112 -2.6199 -4.8795  -0.420
C -2.6264 -1.2617 -3.1157  -0.939
H 6.3082 -1.5191 -1.0800  0.278
H -3.3856 3.7975 7.6630  0.267
H 3.0159 1.6626 -5.2848  0.468
H 3.1789 -5.4260 -4.1547  0.375
H -3.2528 -2.4172 -0.6209  0.356
H 2.6040 1.0585 -2.5083  0.634
H -0.5394 4.8668 6.0894  0.355
H 2.0785 2.6232 0.1791  0.302
H -3.6727 -1.1859 -2.6565  0.378
H -2.9046 0.4791 -1.0873  0.406
H -0.6368 1.5189 4.8544  0.463
H -1.4969 0.1532 0.0290  0.031
H -1.1109 -1.6053 -5.4173  0.259
H 0.7417 1.2131 -4.4745  0.517
H 2.3566 0.2895 -6.2826  0.439
H -4.8041 3.7649 6.6305  0.370
H 3.2636 0.1538 -0.6755  0.114
H -1.3248 3.8541 8.1771  0.219
H 6.8001 -3.3124 -0.9024  0.337
H 0.4391 2.1526 0.8393  0.167
H -2.4388 -3.5715 -3.2373  0.497
H 0.7104 3.9042 0.3548  0.390
H -2.8341 4.9884 5.6076  0.363
H -3.5649 3.7723 4.6251  0.362
H 0.4045 3.5913 8.0482  0.400
H 5.6421 -2.7448 -2.3034  0.162
H -0.6977 2.2603 7.7123  0.271
H -2.5968 -0.4385 -3.9248  0.404
H -2.4268 0.2874 3.8367  0.282
H -1.3977 -3.4012 -1.1239  0.175
H -4.2122 -1.0113 0.0276  0.293
H 0.4737 0.1437 -0.7910  0.503
H 0.9216 -0.6225 -4.5733  -0.216
H -1.2185 -3.4613 -5.6427  0.484
H -3.8097 2.3200 6.7811  0.258
H -1.9165 1.3145 6.0423  0.209
H -2.3433 1.8676 3.0549  0.293
H -0.1231 -2.6991 -4.3107  -0.159
H 4.3902 -0.6040 -1.9717  0.227
H -3.6217 1.5138 4.2346  0.383
H 0.3771 3.4517 5.6800  0.380

Summary:
- F_max (hartree/bohr) = 0.1262
- molecular weight (g mol⁻¹) = 814.62
- orbital gap (eV) = 6.795
- HOMO energy (eV) = -8.21
- SMILES string = C/C(Cl)=C(/Cl)CO[C@@H](CCSc1nnco1)[C@H](O[C@@](S)(CCC(F)=C(F)F)C[C@H](C)I)S(C)(=O)=O.CCN(CC)CC
- net charge = 0